1.
# C26H49N8O5

A 5-piece molecular cluster, C26H49N8O5 overall (the ωB97M-V functional and the def2-TZVPD basis, OMol25).

Structure (XYZ):
```
88
Properties=species:S:1:pos:R:3
C 1.68792 5.35811 2.34530
C 0.48855 5.22991 1.34904
N 0.86608 5.19284 -0.09130
C -0.25855 4.89565 -0.91573
N -0.00791 4.55737 -2.20352
N -1.64357 4.90428 -0.49403
C -1.83670 4.44453 0.91386
C -0.47344 4.00544 1.60213
C -0.82320 3.73285 3.10850
C 0.23343 2.90961 3.92279
C 0.85009 1.69259 3.17590
O 1.58330 1.90258 2.21847
N 0.65490 0.31060 3.56718
C 1.48826 -0.56823 2.72402
C 0.76312 -1.24073 1.63937
C 1.52267 -2.09716 0.71969
C 2.96810 -2.25057 0.90867
C 3.68754 -1.60471 2.02300
C 2.93152 -0.74474 2.94710
H 2.41741 4.51418 2.32771
H 1.26957 5.57196 3.36940
H 2.25082 6.29564 2.06102
H -0.14256 6.16507 1.49175
H 1.14591 6.15309 -0.36363
H -0.34582 3.66337 -2.56092
H 0.45070 5.18150 -2.86948
H -1.99280 5.86461 -0.58398
H -2.52792 3.56436 0.98663
H -2.27743 5.28574 1.52957
H -0.17195 3.06928 1.05365
H -1.81889 3.22617 3.16749
H -0.92257 4.74086 3.61202
H -0.28699 2.52519 4.85217
H 1.07531 3.54531 4.31482
H 0.87822 0.16948 4.55724
H -0.33222 -1.13139 1.47829
H 0.96340 -2.60552 -0.10871
H 3.57690 -2.86891 0.20419
H 4.78703 -1.71539 2.17312
H 3.39096 -0.20545 3.80646
C 0.60437 -0.07818 -4.63776
C 1.07356 -1.04515 -3.58055
O 1.32727 -2.21075 -3.83361
N 1.21228 -0.58244 -2.30503
C 0.96576 0.74978 -1.80105
H 0.54459 -0.59381 -5.59372
H -0.38901 0.30279 -4.38870
H 1.31267 0.74785 -4.73414
H 1.52928 -1.28825 -1.65633
H 1.89041 1.13291 -1.36313
H 0.20342 0.69021 -1.01912
H 0.62904 1.42547 -2.58493
C 3.50944 -7.07490 0.73960
C 3.68278 -5.94172 -0.23822
O 4.76114 -5.38663 -0.40769
N 2.59366 -5.53855 -0.94273
C 1.23981 -6.05816 -0.88667
H 4.46289 -7.28001 1.22261
H 2.78359 -6.80272 1.50821
H 3.18477 -7.97681 0.21824
H 2.78721 -4.77693 -1.57722
H 0.96357 -6.41009 -1.88234
H 0.57232 -5.24257 -0.60058
H 1.13842 -6.87192 -0.17571
C -3.08285 -6.02490 1.81917
C -1.58020 -6.05245 1.71676
O -0.97709 -6.94889 1.14930
N -0.87594 -5.03331 2.28041
C -1.36329 -3.87052 2.98903
H -3.49175 -6.90211 1.32196
H -3.39001 -6.04638 2.86638
H -3.47832 -5.13349 1.32852
H 0.12247 -5.13413 2.16881
H -1.00927 -2.98744 2.45567
H -0.93773 -3.87636 3.99467
H -2.44795 -3.84708 3.05558
C -5.01724 2.14656 -4.70397
C -3.51202 2.12268 -4.74015
O -2.88795 1.21913 -5.26780
N -2.84046 3.15913 -4.15494
C -3.38334 4.32176 -3.47843
H -5.40111 1.26132 -5.20635
H -5.37030 2.13838 -3.67092
H -5.39342 3.02960 -5.22384
H -1.83874 3.06932 -4.22248
H -3.02834 5.21681 -3.99573
H -2.99805 4.32525 -2.45709
H -4.46951 4.31830 -3.46328
```

## Properties
- Orbital gap: 0.1854 hartree
- Lowest unoccupied orbital energy: -5.361 eV
- E_HOMO: -10.407 eV
- Net charge: +1

---

2.
# C26H50BClI2N3O6

A 2-piece molecular cluster, C26H50BClI2N3O6 overall (the ωB97M-V functional and the def2-TZVPD basis, OMol25).

Structure (XYZ):
```
89
Properties=species:S:1:pos:R:3
C -3.29814 -2.04204 3.74915
C -2.74251 -2.65449 2.33135
O -1.47890 -3.40258 2.42881
C -0.31213 -2.45906 2.52669
C 0.74058 -2.73589 1.32120
C 2.17558 -3.11653 2.01738
O 2.52777 -1.98489 2.87811
C 2.66004 -0.71681 2.14820
B 4.24039 -0.62955 1.68669
N 5.14739 -1.88648 1.69827
O 4.96285 0.61263 1.27564
C 2.56911 0.45165 3.35011
I 4.35666 0.34368 4.68910
C 1.30037 0.27091 4.36233
C 1.56042 -0.69710 5.65962
I 0.95604 2.30382 5.22558
C 1.52429 -0.38679 1.03831
C 1.78075 0.93125 0.09281
C 0.56060 2.06602 0.30581
C 1.25504 3.53365 -0.09705
C 0.20965 4.27941 -1.16893
N 0.67051 5.65896 -1.58596
C 1.79248 5.46855 -2.58355
C -0.49173 6.45960 -2.17851
C -1.02026 7.74463 -1.25051
O -1.04994 6.14058 -3.37013
N 0.92886 -1.60448 0.28741
C -0.49275 -1.30513 -0.17021
C -0.68235 -0.57132 -1.60858
O -1.92605 -0.61757 -2.16266
C 1.85876 -2.06561 -0.82756
C 1.58397 -3.50534 -1.52579
C 2.89423 -3.77438 -2.53478
Cl 0.09098 -3.72486 -2.55361
H -2.48545 -1.90347 4.58167
H -3.79295 -0.98755 3.49041
H -4.21357 -2.71955 4.10247
H -3.56242 -3.44211 1.96725
H -2.75161 -1.79807 1.53072
H 0.13441 -2.68641 3.61121
H -0.79108 -1.40232 2.59542
H 0.32785 -3.73723 0.83668
H 3.01062 -3.47557 1.28217
H 1.95947 -4.03912 2.74178
H 6.06978 -1.63605 2.16342
H 5.37440 -2.01041 0.66692
H 5.08255 0.57753 0.27409
H 2.64747 1.54069 2.86733
H 0.28077 0.00069 3.85913
H 0.48221 -1.06346 6.01865
H 1.99831 -0.10802 6.60119
H 2.16961 -1.67220 5.44306
H 0.59577 -0.00716 1.69594
H 1.77908 0.74029 -1.05831
H 2.74506 1.54803 0.33333
H -0.32053 1.92951 -0.44964
H 0.24315 2.14313 1.43086
H 1.36165 4.22061 0.84420
H 2.26131 3.39908 -0.70881
H 0.15454 3.55220 -2.10939
H -0.88930 4.29290 -0.71245
H 1.96724 6.52884 -3.09333
H 1.56729 4.65522 -3.39500
H 2.76553 5.20669 -1.95889
H -0.26926 7.85908 -0.34030
H -1.01514 8.68194 -1.95195
H -2.07511 7.46460 -0.81354
H -1.13642 -0.68232 0.58247
H -1.02882 -2.36879 -0.25149
H 0.13732 -0.04162 -2.26010
H 2.99431 -2.16777 -0.46277
H 1.95081 -1.29605 -1.72777
H 1.63354 -4.42100 -0.76087
H 2.92814 -4.93444 -2.78301
H 3.91083 -3.42094 -2.03657
H 2.67485 -3.23774 -3.56400
C -5.82838 -0.50813 -4.94638
C -4.50107 -1.00680 -4.43617
C -4.87617 -1.58382 -3.08859
O -6.22643 -2.05475 -3.19881
C -6.78343 -1.55900 -4.42405
H -5.86838 -0.39819 -6.03303
H -6.05841 0.46391 -4.49410
H -4.12677 -1.80179 -5.09189
H -3.73540 -0.22975 -4.36941
H -4.85251 -0.81681 -2.30724
H -4.22223 -2.40775 -2.78866
H -6.86438 -2.40182 -5.11913
H -7.78520 -1.16140 -4.23949
```

## Properties
- Orbital gap: 0.2718 hartree
- Lowest unoccupied orbital energy: -3.450 eV
- E_HOMO: -10.845 eV
- Net charge: +1

---

3.
# C26H50Br2F3N2OS

An isolated ion of composition C26H50Br2F3N2OS and charge +1 (the ωB97M-V functional and the def2-TZVPD basis, OMol25).

Structure (XYZ):
```
85
Properties=species:S:1:pos:R:3
C 2.06336 6.00284 2.33648
O 2.70423 5.11828 1.43975
C 1.86057 4.08425 0.96395
C 2.60220 2.75073 0.96990
C 3.19118 2.34548 -0.40476
C 2.47351 1.13300 -0.99556
C 3.16849 0.51500 -2.20750
C 4.38625 -0.37407 -1.91213
C 4.28870 -1.25800 -0.66550
C 2.99065 -2.06728 -0.58691
C 2.46329 -2.15090 0.84570
C 1.32521 -3.14996 1.07988
C -0.02769 -2.70022 0.49088
C -1.15622 -3.39387 1.27061
C -1.45390 -2.78858 2.66021
C -1.68225 -3.86417 3.74186
S -3.37345 -4.50366 3.75313
C -0.13014 -3.15435 -0.98514
C -1.08852 -2.34065 -1.86986
C -1.17299 -0.83673 -1.57134
C -2.28548 -0.20750 -2.43944
C -1.78744 0.77687 -3.52578
C -2.41539 2.15314 -3.54732
F -2.04043 2.76438 -4.72022
Br -1.69139 3.30518 -2.14630
C -4.00121 2.09447 -3.58434
F -4.46194 3.07827 -4.40659
F -4.36390 0.89605 -4.10840
Br -4.93589 2.30671 -1.87494
C -1.38350 -0.64356 -0.07035
C -1.48481 0.80662 0.38726
C -1.88713 0.95412 1.85792
C -3.37424 0.62412 2.11403
N -4.18228 1.73007 2.62723
N -0.15624 -1.22492 0.57463
H 2.73994 6.83100 2.51165
H 1.13914 6.39675 1.90840
H 1.82932 5.49902 3.27633
H 0.99161 4.01152 1.62481
H 1.49392 4.33396 -0.03414
H 3.39022 2.78226 1.71640
H 1.89513 1.98646 1.30242
H 3.04376 3.19032 -1.07322
H 4.25820 2.15288 -0.32466
H 2.31120 0.41185 -0.19374
H 1.47997 1.46902 -1.31576
H 3.51959 1.34481 -2.82250
H 2.43916 -0.00850 -2.82467
H 5.29550 0.21817 -1.83810
H 4.52492 -1.03324 -2.76962
H 5.12217 -1.95773 -0.69714
H 4.40118 -0.67012 0.24468
H 2.23019 -1.59357 -1.21391
H 3.11144 -3.07286 -0.98705
H 2.11920 -1.16940 1.17573
H 3.28927 -2.38743 1.51473
H 1.22437 -3.31370 2.15448
H 1.55920 -4.12326 0.65451
H -2.07536 -3.39389 0.68746
H -0.85467 -4.42732 1.41129
H -2.36618 -2.19854 2.59787
H -0.65210 -2.14268 3.02416
H -0.97028 -4.66829 3.56762
H -1.45338 -3.43263 4.71040
H -3.71698 -4.14799 2.51080
H -0.52200 -4.16665 -0.92691
H 0.84505 -3.23561 -1.45030
H -2.08989 -2.76545 -1.88273
H -0.72765 -2.43099 -2.89533
H -0.22822 -0.34928 -1.83148
H -2.77612 -1.01986 -2.96695
H -3.05583 0.25026 -1.82553
H -0.70913 0.90563 -3.49445
H -2.01934 0.34942 -4.49949
H -2.27130 -1.16373 0.28073
H -0.56308 1.34465 0.15746
H -2.27826 1.27590 -0.18718
H -1.70888 1.98789 2.14550
H -1.26874 0.34919 2.52877
H -3.86340 0.24943 1.21523
H -3.43399 -0.17134 2.85687
H -4.52557 2.31738 1.88232
H -3.63841 2.28540 3.27072
H -0.09382 -0.90212 1.54151
H 0.62771 -0.77813 0.09098
```

## Properties
- Orbital gap: 0.3462 hartree
- Lowest unoccupied orbital energy: -2.239 eV
- SMILES: COCCCCCCCCCC[C@]1(CCCS)CC[C@@H](CC[C@](F)(Br)C(F)(F)Br)[C@H](CCCN)[NH2+]1
- E_HOMO: -11.661 eV
- Net charge: +1

---

4.
# C26H50BrCl22N4O6

A 12-piece molecular cluster, C26H50BrCl22N4O6 overall (the ωB97M-V functional and the def2-TZVPD basis, OMol25).

Structure (XYZ):
```
109
Properties=species:S:1:pos:R:3
C 1.96986 -3.62517 3.85689
C 1.53629 -2.38202 4.87886
O 0.10000 -2.08144 4.67345
C -0.29779 -1.00214 5.60097
C -0.76679 0.33923 4.74074
O -1.37854 -0.04987 3.45383
C -0.78721 0.73571 2.32742
O -0.96005 2.17632 2.57156
N -2.24219 2.50455 2.81437
O -2.23155 3.33101 3.74135
C -1.46358 0.55923 0.83509
N -0.31150 0.53681 -0.14548
C -0.17230 1.69386 -1.10994
C -1.49253 1.59136 -2.13169
C 0.93707 0.01814 0.53301
N 1.98870 -0.63312 -0.06990
C 2.12990 -0.92746 -1.55116
C 0.83882 -1.67195 -2.23405
C 0.07351 -2.75913 -1.27474
O -1.10412 -3.25189 -2.06291
C -2.35952 -2.70879 -1.52002
C 3.16932 -1.08946 0.81308
C 4.58700 -0.34453 0.33873
O 4.56552 0.99989 0.14083
Br 6.23737 -1.49009 0.14076
N 0.67660 0.38580 1.98778
H 1.13591 -4.44583 3.80878
H 3.02249 -4.02517 4.17638
H 2.08863 -3.14289 2.78765
H 1.71119 -2.72145 5.98918
H 2.18857 -1.42708 4.66363
H 0.56253 -0.75950 6.38393
H -1.22203 -1.38037 6.25155
H -1.48927 0.96935 5.44117
H 0.21512 1.00337 4.61273
H -2.45153 1.12818 0.57104
H -1.82906 -0.57622 0.88076
H -0.34368 2.70852 -0.50466
H 0.84689 1.72100 -1.70193
H -2.44608 2.10404 -1.64657
H -1.28038 2.02571 -3.19771
H -1.76010 0.43290 -2.23174
H 3.05446 -1.66876 -1.69567
H 2.43315 0.05974 -2.13718
H 0.03961 -0.84842 -2.56266
H 1.14912 -2.23157 -3.24008
H 0.70366 -3.71407 -1.00705
H -0.34779 -2.33012 -0.27085
H -3.13649 -2.59177 -2.41879
H -2.81563 -3.52895 -0.81423
H -2.27147 -1.64318 -1.03842
H 3.03242 -0.81162 1.94149
H 3.31145 -2.26849 0.75540
H 1.07995 -0.23631 2.72200
C 4.46636 -6.97101 2.94574
Cl 3.82249 -5.64127 1.97508
Cl 3.16259 -7.96361 3.60911
H 5.10349 -7.59579 2.31510
H 5.05368 -6.55829 3.76959
C 3.54207 -7.97587 -1.14220
Cl 4.91663 -6.89894 -0.86697
Cl 3.43945 -9.21107 0.11830
H 2.62198 -7.38644 -1.13841
H 3.66241 -8.46584 -2.11146
C -0.17959 6.00313 5.00485
Cl 0.80476 5.41776 6.35147
Cl 0.69396 7.21323 4.05739
H -0.43412 5.16038 4.35755
H -1.09309 6.45312 5.40110
C -2.10368 6.55637 1.19644
Cl -2.21210 8.09647 0.33544
Cl -1.81746 5.21976 0.07543
H -1.27768 6.60517 1.91013
H -3.04138 6.37956 1.72884
C -1.21268 2.31314 -6.77095
Cl -2.84244 2.24247 -6.08989
Cl -0.02395 1.64370 -5.64672
H -1.18941 1.73606 -7.69855
H -0.95858 3.35546 -6.97835
C 4.22411 -2.11057 -4.68414
Cl 3.68515 -3.18770 -3.39020
Cl 2.88573 -1.68845 -5.75915
H 4.62672 -1.19631 -4.24140
H 5.00175 -2.61295 -5.26456
C -5.32071 -5.24664 -0.81065
Cl -5.63121 -3.54632 -0.43987
Cl -3.61040 -5.51809 -1.16595
H -5.60638 -5.85634 0.04997
H -5.91504 -5.53533 -1.68096
C -2.01349 5.96244 -8.85200
Cl -3.50254 5.73477 -7.92686
Cl -0.61308 5.34952 -7.96415
H -2.09745 5.42436 -9.79933
H -1.87373 7.02893 -9.04453
C -0.34376 11.66736 0.28056
Cl 0.64058 11.08199 1.62717
Cl 0.52978 12.87747 -0.66691
H -0.59829 10.82462 -0.36674
H -1.25727 12.11735 0.67681
C -4.95233 7.20557 -2.51103
Cl -5.06076 8.74566 -3.37203
Cl -4.66611 5.86896 -3.63204
H -4.12633 7.25436 -1.79734
H -5.89004 7.02876 -1.97863
C 0.11343 -10.09891 3.54006
Cl 0.73285 -9.24107 4.95619
Cl -1.60918 -9.77845 3.30545
H 0.66095 -9.76615 2.65491
H 0.25943 -11.17243 3.68232
```

## Properties
- Orbital gap: 0.3054 hartree
- Lowest unoccupied orbital energy: -3.510 eV
- E_HOMO: -11.822 eV
- Net charge: +1

---

5.
# C26H50N2O3P2Re

C26H50N2O3P2Re as an isolated structure (the ωB97M-V functional and the def2-TZVPD basis, OMol25).

Structure (XYZ):
```
84
Properties=species:S:1:pos:R:3
Re 0.88125 -0.11189 1.80101
C 0.93136 -1.75647 0.73791
O 1.18709 -2.68966 0.03260
C 0.46494 0.89186 0.26549
O 0.20638 1.47339 -0.76313
P -3.28856 0.04709 -2.62614
C -4.23559 -0.69840 -1.25125
H -5.25046 -0.93134 -1.59332
C -4.16563 1.52286 -3.23061
H -4.06684 2.16400 -2.33112
C -3.00919 -1.17627 -3.94620
H -2.84322 -2.11328 -3.38646
C 4.14745 -0.73495 0.38283
P 3.09559 -0.05248 1.89289
H 4.85539 -0.68477 3.44901
H 3.78861 -1.77785 0.33829
C 3.88347 1.62381 2.11130
H 4.92221 1.53878 1.73565
C -3.38200 2.20909 -4.35988
H -3.44806 1.65593 -5.32330
H -2.33898 2.36816 -4.11446
H -3.84338 3.19589 -4.53984
C -5.65660 1.31929 -3.54290
H -6.08475 2.30687 -3.74636
H -6.19460 0.87224 -2.68384
H -5.79846 0.68532 -4.43854
C -4.17882 -1.39284 -4.91712
H -5.11755 -1.63166 -4.37192
H -3.93707 -2.24840 -5.54789
H -4.34738 -0.51767 -5.56663
C -1.69696 -0.85556 -4.67334
H -1.47011 -1.69990 -5.35310
H -0.86391 -0.74905 -3.99315
H -1.76062 0.04647 -5.29868
C -3.59031 -2.00896 -0.76932
H -3.59291 -2.77120 -1.55516
H -4.17994 -2.42780 0.06587
H -2.57780 -1.86137 -0.43366
C -4.34098 0.29363 -0.08365
H -3.37843 0.54326 0.31712
H -4.95521 -0.14881 0.72332
H -4.85095 1.21645 -0.38000
C 5.61483 -0.73174 0.66724
H 5.94326 -1.19615 1.58922
H 6.04042 0.26431 0.67930
H 6.12900 -1.24420 -0.11211
C 3.78165 0.00782 -0.87221
H 4.21390 1.01677 -0.87695
C 3.04625 -0.90285 4.58302
H 2.70743 0.07938 -1.02289
H 4.20437 -0.55518 -1.70924
C 3.95370 -2.55500 3.01115
H 2.09091 -1.49453 4.47150
H 3.61839 -1.30857 5.44288
H 2.80828 0.19045 4.79075
C 3.88401 -1.09046 3.34747
H 4.43722 -3.08001 3.83578
H 4.53428 -2.79797 2.06688
H 2.91296 -2.94712 2.90812
C 3.98297 2.08166 3.56417
H 2.99944 2.32454 3.97970
H 4.54994 3.02666 3.59597
H 4.49531 1.37540 4.22072
C 3.16150 2.69096 1.26561
H 3.04046 2.40875 0.23293
H 3.77073 3.63686 1.31395
H 2.19166 2.90904 1.71314
H 1.05114 -2.78154 3.28486
H -2.02025 0.54396 -2.22670
N -0.52297 3.83075 6.60586
C 0.16350 3.17496 5.53078
O 1.31584 3.49830 5.17357
C -0.60603 2.05043 4.93156
C -1.64937 1.35152 5.54517
C -2.03827 0.06923 4.98936
C -1.36540 -0.39065 3.90919
N -0.46131 0.37683 3.27418
C -0.08084 1.57996 3.75514
H -0.01793 4.63110 6.94874
H -1.44925 3.71412 6.75426
H -2.12736 1.75717 6.37689
H -2.85429 -0.47942 5.44321
H -1.47989 -1.41161 3.47506
H 0.67765 2.06706 3.10823
```

## Properties
- Expectation value of S²: 3.7851
- Orbital gap (spin up / spin down): 0.2011 / 0.1258 hartree
- Lowest unoccupied orbital energy (spin up / spin down): -14.346 / -16.396 eV
- 2S+1: 4
- ΔE to the lowest compared entry with this formula, charge and spin: 0.0 kcal per mole
- E_HOMO (spin up / spin down): -19.819 / -19.819 eV
- Net charge: +4

---

Number 1: maximum force 3.2 eV Å⁻¹. Number 2: maximum force 9.0 eV Å⁻¹. Number 3: maximum force 1.7 eV Å⁻¹. Number 4: maximum force 9.8 eV Å⁻¹. Number 5: maximum force 9.0 eV Å⁻¹.